Record 1
Formula: C4H9NO
Source: the OMol25 dataset
Level of theory: ωB97M-V with the def2-TZVPD basis set

SMILES   C=CN.C=CO
Charge   0
Energy relative to the best compared isomer or geometry (same formula, charge and spin)   100.3 kcal/mol
Orbital gap   9.17 eV

Last column: Löwdin charge in e.
Geometry (Å):
1 C 1.5895 1.9128 1.6184  -0.0419
2 C 1.1721 1.4318 0.4271  -0.3011
3 N 1.8640 0.3948 -0.2746  0.0218
4 H 2.2827 1.1651 2.2384  0.0957
5 H 1.0253 2.6850 2.0916  0.0201
6 H 0.3622 1.8598 -0.1541  0.0889
7 H 2.5998 0.1132 0.3799  0.0704
8 H 1.2578 -0.3824 -0.4627  0.0256
9 C -2.4523 -1.0063 -0.3447  -0.0104
10 C -1.6425 -1.8882 -0.9694  -0.2257
11 O -0.2936 -1.5240 -1.2808  -0.0837
12 H -3.0720 -1.1933 0.5814  0.0745
13 H -2.4375 0.0266 -0.7736  0.0634
14 H -1.8083 -2.9198 -1.3391  0.1135
15 H -0.4472 -0.6751 -1.7379  0.0890

=====

Record 2
Formula: C40H63BCl48IN2O10P
Source: the OMol25 dataset
Level of theory: ωB97M-V with the def2-TZVPD basis set

Charge   0
Orbital gap   7.92 eV

Last column: Löwdin charge in e.
Geometry (Å):
1 C 2.7620 -6.1885 3.2361  -0.1128
2 C 3.2789 -5.3707 1.8866  -0.2387
3 O 2.7025 -5.8753 0.6305  -0.2335
4 C 1.2775 -5.5329 0.4923  -0.1548
5 C 1.0199 -4.0291 -0.1509  -0.1635
6 O 0.6409 -3.0824 0.9089  -0.1984
7 C -0.0574 -1.8919 0.3580  -0.0671
8 C 0.5628 -0.4571 0.9811  -0.1786
9 O 1.5974 -0.9078 1.8952  -0.1395
10 C 2.7843 -0.0960 2.0041  -0.1788
11 C 3.4404 -0.3792 3.5176  -0.1221
12 C 4.5540 0.8439 3.7323  -0.1150
13 C 3.8794 2.2874 4.1205  -0.3123
14 N 2.7007 2.5189 5.0398  0.0781
15 O 4.4099 3.3816 3.5064  -0.0983
16 B 1.0242 0.2611 -0.4103  -0.3234
17 O 0.3763 1.3806 -1.1276  0.0169
18 C 2.3176 -0.3739 -1.2811  -0.1457
19 C 3.5619 0.7305 -1.3372  -0.1718
20 C -0.5897 0.3565 1.8917  -0.3132
21 C -0.8192 -0.3918 3.3355  -0.1644
22 C -1.0720 -1.9709 3.4190  -0.1344
23 C 0.0135 1.7943 2.5217  -0.0988
24 C 0.2047 3.0455 1.5464  -0.1901
25 N -0.6869 3.6246 0.6627  0.0880
26 O -1.6044 0.7312 1.0545  -0.0931
27 C -2.9755 0.5896 1.0184  -0.5439
28 C -3.5274 2.0636 0.3873  -0.2308
29 C -3.7634 3.1963 1.5480  -0.2514
30 C -3.7472 4.6845 0.7795  -0.1846
31 C -3.3364 5.8127 1.9133  -0.2307
32 O -4.6118 6.3086 2.5220  -0.1780
33 C -3.3538 -0.4515 -0.2404  -0.0329
34 C -4.1203 -1.8123 0.1695  -0.2726
35 O -3.6406 -2.8683 0.8450  -0.2873
36 O -5.5249 -1.9786 -0.3367  -0.0744
37 P -4.0842 0.4265 2.5486  0.6932
38 O -4.1047 -1.1408 3.2869  -0.6523
39 I -6.4795 0.6121 1.7833  0.5518
40 H 2.5795 -5.3752 4.0802  0.0788
41 H 1.7117 -6.7021 3.0550  0.0800
42 H 3.5912 -6.9612 3.5449  0.0633
43 H 4.4501 -5.5546 1.8154  0.1162
44 H 3.0505 -4.2140 1.9664  0.1275
45 H 0.6647 -5.5855 1.4921  0.1313
46 H 0.7958 -6.3427 -0.2394  0.1345
47 H 0.1321 -4.1656 -0.9319  0.1423
48 H 1.9970 -3.6990 -0.7214  0.0856
49 H 0.0210 -1.9699 -0.8005  0.1337
50 H -1.1900 -1.9813 0.6400  0.1176
51 H 3.5865 -0.4655 1.2268  0.1200
52 H 2.6677 1.0619 1.9383  0.1337
53 H 2.5519 -0.1739 4.2797  0.1064
54 H 3.9064 -1.4478 3.6197  0.1178
55 H 5.4315 0.5359 4.4595  0.1276
56 H 5.0640 0.9945 2.6646  0.1269
57 H 2.6822 3.5437 5.3004  0.0895
58 H 2.7710 1.9152 5.8880  0.0928
59 H 1.0449 1.9127 -1.6655  0.1134
60 H 2.6682 -1.4126 -0.8464  0.0976
61 H 1.9294 -0.4867 -2.3801  0.1103
62 H 4.4387 0.4753 -0.5968  -0.0365
63 H 4.0128 0.8221 -2.4313  0.0727
64 H 3.1307 1.7819 -0.9952  0.0843
65 H 0.1829 -0.2161 3.9684  0.1217
66 H -1.6445 0.1537 4.0061  0.1076
67 H -1.4891 -2.2249 4.5089  0.0957
68 H -1.8319 -2.4487 2.6707  0.0183
69 H -0.0208 -2.5335 3.3712  0.1001
70 H -0.8337 2.1097 3.3070  0.1239
71 H 0.9733 1.6411 3.1698  0.0878
72 H 1.2865 3.5563 1.5340  0.1251
73 H -0.2078 4.4437 0.1803  0.0645
74 H -4.5464 1.9448 -0.1730  0.0563
75 H -2.7353 2.3849 -0.4408  0.0290
76 H -2.9235 3.1793 2.3862  0.1015
77 H -4.8217 3.1633 2.0693  0.0410
78 H -4.8562 4.9141 0.4003  0.1033
79 H -3.0091 4.6528 -0.1289  0.0626
80 H -2.6512 5.3779 2.7682  0.0796
81 H -2.7931 6.7311 1.3825  0.1007
82 H -4.3690 6.5975 3.4663  0.0766
83 H -2.3263 -0.7627 -0.7635  0.1432
84 H -3.9730 0.0727 -1.0927  0.1306
85 H -6.1532 -2.1372 0.4270  0.0747
86 H -3.9123 -0.9823 4.2635  0.0667
87 C -7.0030 2.6707 5.5301  -1.5299
88 Cl -5.7147 1.4811 5.7846  0.4967
89 Cl -6.4786 3.9212 4.3898  0.5305
90 Cl -8.4766 1.8770 4.9487  0.4987
91 H -7.2244 3.1488 6.4878  0.0051
92 C 2.1717 -8.6943 -2.4856  -1.5272
93 Cl 1.4680 -7.4881 -3.5764  0.5312
94 Cl 0.9155 -9.7774 -1.8624  0.5259
95 Cl 3.4360 -9.6193 -3.3134  0.5275
96 H 2.6255 -8.1708 -1.6402  0.0136
97 C 3.5752 -4.3455 -4.7644  -1.5582
98 Cl 3.3607 -3.2152 -6.1121  0.5093
99 Cl 5.2973 -4.6146 -4.4463  0.4957
100 Cl 2.7610 -3.7422 -3.3109  0.5514
101 H 3.1226 -5.3011 -5.0410  -0.0891
102 C -3.9060 3.3747 -3.4996  -1.4575
103 Cl -3.6738 4.7021 -4.6500  0.5304
104 Cl -2.4037 3.0432 -2.6206  0.5904
105 Cl -5.2174 3.7529 -2.3696  0.5242
106 H -4.1823 2.4777 -4.0598  0.0256
107 C 0.0902 6.9091 -5.2189  -1.5068
108 Cl 1.1124 6.1105 -6.4261  0.5264
109 Cl -1.1630 7.8805 -6.0096  0.5103
110 Cl -0.6410 5.7140 -4.1342  0.4724
111 H 0.7182 7.5763 -4.6230  0.0254
112 C -0.5166 6.2405 5.3197  -1.5134
113 Cl 0.0470 4.9724 4.2178  0.5553
114 Cl -0.2237 7.8438 4.6247  0.5312
115 Cl -2.2368 6.0263 5.6867  0.5207
116 H 0.0470 6.1614 6.2528  0.0190
117 C -5.1633 7.1777 8.4910  -1.5348
118 Cl -5.1499 7.9968 6.9198  0.5096
119 Cl -5.4541 5.4421 8.2852  0.5081
120 Cl -3.6389 7.4555 9.3504  0.5144
121 H -5.9771 7.5947 9.0898  0.0187
122 C 1.7881 -7.4260 -7.4622  -1.4795
123 Cl 0.3674 -7.2222 -8.5013  0.5235
124 Cl 2.9278 -8.5741 -8.1848  0.5551
125 Cl 2.5763 -5.8656 -7.1729  0.5447
126 H 1.4571 -7.8279 -6.5012  -0.0153
127 C 5.0382 5.4755 -6.2526  -1.5503
128 Cl 5.4540 4.1686 -7.3744  0.5170
129 Cl 4.4500 4.8142 -4.7176  0.4972
130 Cl 6.4358 6.5302 -5.9807  0.5173
131 H 4.2387 6.0718 -6.6996  -0.0092
132 C 7.2968 -5.6856 4.2033  -1.5325
133 Cl 8.0472 -5.0018 2.7510  0.5154
134 Cl 5.7900 -4.8348 4.5843  0.5246
135 Cl 6.9960 -7.4188 3.9910  0.5188
136 H 7.9868 -5.5559 5.0410  0.0176
137 C -0.0800 -4.1258 -10.9851  -1.5420
138 Cl -0.3529 -3.0085 -12.3330  0.5176
139 Cl 0.7342 -5.5946 -11.5498  0.4989
140 Cl 0.8663 -3.3415 -9.7087  0.5064
141 H -1.0508 -4.4081 -10.5698  0.0182
142 C 7.5717 0.3111 -1.1542  -1.5023
143 Cl 6.8680 1.5172 -2.2450  0.5442
144 Cl 6.3155 -0.7720 -0.5310  0.5654
145 Cl 8.8360 -0.6139 -1.9820  0.5269
146 H 8.0255 0.8345 -0.3088  0.0214
147 C -4.5002 -4.4403 3.9496  -1.4389
148 Cl -3.2119 -5.6299 4.2040  0.5075
149 Cl -3.9758 -3.1897 2.8092  0.8078
150 Cl -5.9738 -5.2340 3.3681  0.5155
151 H -4.7216 -3.9622 4.9072  0.0178
152 C -8.9203 2.6546 -1.6533  -1.5153
153 Cl -10.3164 3.4110 -2.4397  0.5271
154 Cl -7.8073 3.8893 -1.0400  0.4829
155 Cl -9.4481 1.5863 -0.3419  0.4878
156 H -8.3911 2.0523 -2.3962  0.0209
157 C -3.3458 7.7681 -2.3429  -1.5306
158 Cl -3.1136 9.0956 -3.4934  0.5084
159 Cl -1.8435 7.4367 -1.4639  0.5014
160 Cl -4.6571 8.1464 -1.2129  0.5388
161 H -3.6221 6.8712 -2.9031  -0.0376
162 C 6.4859 -7.1514 -7.9853  -1.5279
163 Cl 7.0195 -6.4109 -9.5040  0.5176
164 Cl 7.7107 -8.2790 -7.3789  0.5186
165 Cl 6.1341 -5.9054 -6.7755  0.4710
166 H 5.5678 -7.7119 -8.1793  -0.0412

=====

Record 3
Formula: C3H13NO2
Source: the OMol25 dataset
Level of theory: ωB97M-V with the def2-TZVPD basis set

SMILES   CN(C)C.O.O
Charge   0
Energy relative to the best compared isomer or geometry (same formula, charge and spin)   15.9 kcal/mol
Orbital gap   9.93 eV

Last column: Löwdin charge in e.
Geometry (Å):
1 C -0.0742 -0.9377 -1.2536  -0.1014
2 N 0.0919 0.4227 -0.7632  -0.3603
3 C -0.1620 1.3892 -1.8168  -0.1073
4 C 1.4192 0.5912 -0.2046  -0.1268
5 H -1.0363 -1.0488 -1.7477  0.0844
6 H 0.7043 -1.2486 -1.9619  0.0867
7 H -0.0585 -1.6379 -0.4200  0.0852
8 H -0.0408 2.3926 -1.4177  0.0822
9 H -1.1956 1.2791 -2.1446  0.0839
10 H 0.4861 1.2516 -2.6893  0.0852
11 H 1.5470 1.5761 0.2447  0.0850
12 H 1.5998 -0.1524 0.5692  0.0882
13 H 2.2160 0.4741 -0.9559  0.0877
14 O -0.5300 -2.3360 2.8602  -0.0822
15 H -0.9470 -1.5486 2.4800  -0.0169
16 H -0.9281 -2.4259 3.7309  0.0257
17 O -1.1883 0.2974 1.8524  -0.0634
18 H -0.6255 0.6500 1.1416  0.0112
19 H -1.2781 1.0118 2.4964  0.0530

=====

Record 4
Formula: C4H15N4
Source: the OMol25 dataset
Level of theory: ωB97M-V with the def2-TZVPD basis set

Charge   +1
Energy relative to the best compared isomer or geometry (same formula, charge and spin)   122.3 kcal/mol
Orbital gap   5.27 eV

Last column: Löwdin charge in e.
Geometry (Å):
1 C -3.3860 0.4417 1.0684  -0.1567
2 C -2.6179 -1.2535 -0.4886  -0.1916
3 C 2.5726 -1.1617 0.6619  0.0227
4 C 2.8977 1.0600 -0.4396  -0.2329
5 N 2.4173 2.1083 -1.1722  0.0624
6 N -2.6501 0.1375 -0.1152  -0.2159
7 N 2.0385 -0.1593 -0.1763  -0.1426
8 N 0.8081 -0.0265 -0.3649  0.3172
9 H -3.1885 1.4661 1.4179  0.0815
10 H -4.5206 0.3439 1.1490  0.0951
11 H -3.1166 -0.3872 1.7173  0.0641
12 H -2.3532 -1.9195 0.3543  0.0760
13 H -3.5971 -1.6864 -0.9830  0.1137
14 H -1.9949 -1.3208 -1.3560  0.0474
15 H 1.7841 -1.7601 1.0074  0.0959
16 H 3.3028 -1.7260 0.1497  0.1098
17 H 3.1139 -0.7160 1.5375  0.1480
18 H 3.6898 0.6640 -0.9380  0.1098
19 H 3.1902 1.3665 0.5374  0.1439
20 H 1.9132 1.8277 -2.0046  0.1000
21 H 1.8522 2.8080 -0.5773  0.1502
22 H -2.3818 0.6565 -0.9530  0.1121
23 H 0.2263 -0.7630 -0.0320  0.0899